Entry 1:
Here is a cluster of 10 separate species, C5H32NO10 in total at a distorted geometry from the Open Molecules 2025 dataset. Energies are from ωB97M-V/def2-TZVPD.

Geometry (Å):
C1 1.17941 -0.44595 -0.48861
C2 -0.04406 0.33035 -0.26868
C3 -1.31826 -0.09320 -1.00899
C4 -2.33173 0.95601 -1.43452
C5 -1.73506 1.77622 -2.54707
O1 -0.97156 2.72736 -2.05623
N1 -0.32191 0.27170 1.26850
H1 1.70498 -0.58713 -1.40325
H2 0.86385 -1.46132 -0.02092
H3 1.97185 0.00788 0.28333
H4 0.03867 1.35754 -0.39868
H5 -1.88396 -0.78151 -0.28323
H6 -0.92013 -0.61840 -1.85889
H7 -2.67457 1.61090 -0.58535
H8 -3.21317 0.46248 -1.90582
H9 -1.36076 1.13657 -3.33244
H10 -2.65618 2.23904 -3.20055
H11 -1.11206 3.62181 -2.39611
H12 -1.16343 -0.18088 1.58899
H13 -0.37854 1.14540 1.85003
H14 0.46017 -0.19204 1.76293
H15 2.67370 -3.26500 -1.46450
H16 2.87608 -2.11958 -2.50604
O2 2.29590 -2.70759 -2.08295
H17 1.15177 -4.52753 -1.24486
H18 -0.13029 -4.00114 -1.82438
O3 0.21003 -4.40085 -0.99121
H19 0.81066 3.33122 -1.29308
H20 2.10376 3.04352 -1.70261
O4 1.62494 3.14431 -0.93604
H21 -3.45986 -2.08762 1.63701
H22 -1.90367 -2.51466 1.04910
O5 -2.48377 -1.87551 1.41160
H23 -3.84941 0.53863 1.18590
H24 -3.81587 1.14352 2.42899
O6 -3.19102 0.69949 1.94183
H25 1.25580 0.43923 3.82771
H26 0.98614 -0.88262 4.48945
O7 1.02666 -0.43306 3.68908
H27 2.58180 3.11319 1.90471
H28 1.15137 3.73017 1.52322
O8 1.63401 3.01618 1.89648
H29 0.16019 -3.86858 0.69869
H30 -0.13123 -4.17124 2.19629
O9 0.33000 -3.65140 1.59768
H31 3.27661 2.05012 -0.04490
H32 4.40787 1.13010 -0.81541
O10 4.27428 1.84388 -0.13620

Calculated values
- total charge = +1
- multiplicity = 1
- DFT total energy (eV) = -27661.276
- HOMO (Eh) = -0.49162
- frontier orbital gap (eV) = 11.0150

Entry 2:
Here is a cluster of 2 separate species, C3H8N2O2 in total from the Open Molecules 2025 dataset. Energies are from ωB97M-V/def2-TZVPD.

Geometry (Å):
C1 -0.72402 1.28373 0.29689
N1 -0.85300 0.27869 -0.47071
C2 0.31805 -0.03260 -1.32639
N2 0.06795 -1.13083 -2.22450
O1 1.50120 -0.27267 -0.62913
H1 -1.58080 1.61948 0.88601
H2 0.21066 1.84515 0.41819
H3 0.42511 0.87279 -1.93904
H4 0.28540 -2.01138 -1.77129
H5 -0.90850 -1.13551 -2.50238
H6 1.38823 -0.33619 0.33583
C3 -0.04535 -0.25310 2.23156
O2 1.14861 -0.13316 2.04576
H7 -0.65553 -1.01076 1.72226
H8 -0.57801 0.41636 2.92695

Calculated values
- multiplicity = 1
- SMILES = C=N[C@H](N)O.C=O
- DFT total energy (eV) = -10313.862
- HOMO (Eh) = -0.35049
- frontier orbital gap (eV) = 9.5600

Entry 3:
Here is the molecule C16H20ClN3OS at a distorted geometry from the Open Molecules 2025 dataset. Energies are from ωB97M-V/def2-TZVPD.

Geometry (Å):
C1 -2.38222 -0.06131 2.86331
C2 -1.00382 0.08462 2.20074
C3 -0.24106 1.24161 2.85655
C4 -1.24550 0.42840 0.75842
N1 -1.03416 -0.40786 -0.16080
N2 -1.30243 -0.08026 -1.43643
C5 -1.02823 -0.92823 -2.46505
O1 -0.56877 -2.03567 -2.34478
C6 -1.40789 -0.35487 -3.82503
S1 -1.11958 1.42967 -4.00525
C7 0.71431 1.46005 -4.04441
C8 1.32424 1.01909 -2.75713
C9 1.93374 -0.22654 -2.65131
C10 2.48446 -0.65519 -1.45807
C11 2.44608 0.16618 -0.34534
C12 1.84768 1.41099 -0.42545
C13 1.28454 1.82398 -1.62003
Cl1 0.51039 3.37538 -1.68172
C14 -0.20673 -1.22777 2.26424
C15 0.09002 -1.71832 3.68578
C16 0.93386 -2.88524 3.64578
N3 1.61370 -3.80357 3.61591
H1 -2.28249 -0.20076 3.93677
H2 -2.97729 0.83421 2.69622
H3 -2.91494 -0.91159 2.44411
H4 0.77907 1.28472 2.48287
H5 -0.21291 1.12529 3.93712
H6 -0.72894 2.18931 2.63832
H7 -1.64560 1.43046 0.55458
H8 -1.64972 0.85858 -1.65801
H9 -2.47970 -0.49149 -3.98020
H10 -0.87038 -0.89206 -4.60666
H11 1.02810 0.82490 -4.87215
H12 0.95399 2.50004 -4.26608
H13 1.96992 -0.86993 -3.51760
H14 2.93769 -1.63144 -1.39796
H15 2.88561 -0.15931 0.58523
H16 1.81296 2.06816 0.42939
H17 -0.76174 -1.99516 1.72403
H18 0.73254 -1.08219 1.72787
H19 -0.83205 -1.98492 4.20835
H20 0.61325 -0.95194 4.26387

Calculated values
- multiplicity = 1
- SMILES = CC(C)(/C=N/NC(=O)CSCc1ccccc1Cl)CCC#N
- DFT total energy (eV) = -46791.833
- HOMO (Eh) = -0.33205
- frontier orbital gap (eV) = 9.4508